(1)
DFT (ωB97M-V/def2-TZVPD) results for a molecular structure, C20H44N2O32PS9 at a distorted geometry.

Each line ends with the Löwdin charge.
CARTESIAN COORDINATES (ANGSTROEM)
1 S -2.873 6.142 -5.499  0.597
2 S 2.542 3.261 -2.481  0.603
3 S 0.466 3.095 9.327  0.609
4 S -1.568 1.668 15.760  0.599
5 S -4.208 -3.095 -6.835  0.590
6 S -1.600 -7.404 -9.326  0.610
7 S 1.717 -3.564 0.987  0.468
8 S 1.702 2.583 3.016  0.598
9 S 0.222 -4.574 -1.130  0.313
10 P 1.308 -3.254 -2.438  0.804
11 O -1.643 -8.815 -9.435  -0.210
12 O -1.876 6.646 -6.373  -0.225
13 O -0.863 3.768 8.734  -0.185
14 O -2.649 4.570 -5.291  -0.185
15 O -2.853 -6.795 -10.119  -0.186
16 O -1.198 1.240 14.262  -0.184
17 O -2.512 6.605 -4.006  -0.191
18 O 0.456 1.766 8.431  -0.180
19 O -1.121 -4.019 -1.015  -0.415
20 O -0.450 -6.831 -10.285  -0.183
21 O 0.185 -5.875 -1.790  -0.430
22 O -5.311 -2.340 -6.359  -0.226
23 O -3.177 -3.338 -5.639  -0.187
24 O 0.218 2.738 10.679  -0.229
25 O -4.686 -4.612 -7.021  -0.194
26 O 3.579 4.491 -2.435  -0.186
27 O 1.585 3.880 8.952  -0.220
28 O 3.006 2.254 -1.610  -0.195
29 O -1.137 0.643 16.639  -0.220
30 O 2.082 -3.997 2.322  -0.373
31 O 2.843 2.805 -3.991  -0.180
32 O -0.566 2.916 15.873  -0.191
33 O 1.227 3.787 -2.418  -0.222
34 O 3.020 1.850 3.557  -0.177
35 O 2.902 -3.112 0.284  -0.383
36 O -1.495 -6.747 -8.075  -0.218
37 O -3.478 -2.697 -7.987  -0.236
38 O 1.783 2.697 1.611  -0.200
39 O 0.580 2.013 3.676  -0.228
40 O -2.896 2.165 15.788  -0.222
41 O -4.253 6.371 -5.733  -0.222
42 O 1.992 4.029 3.660  -0.191
43 N 0.974 -4.831 0.288  -0.345
44 N -0.361 -0.297 -1.068  0.011
45 C -2.043 4.326 -4.012  -0.155
46 C -1.030 -6.268 -11.468  -0.164
47 C -2.517 5.463 -3.137  -0.159
48 C -2.399 -5.788 -11.032  -0.159
49 C -1.220 3.104 7.511  -0.156
50 C 3.023 3.909 4.647  -0.166
51 C 1.803 -0.168 0.215  -0.211
52 C 2.610 -4.324 -3.175  -0.316
53 C 1.350 -0.864 1.494  -0.218
54 C 3.918 2.804 4.131  -0.160
55 C 0.104 -2.900 -3.775  -0.330
56 C -0.472 2.303 13.623  -0.171
57 C -0.784 1.675 7.711  -0.152
58 C 0.711 0.569 -0.539  -0.277
59 C 0.593 -2.179 1.272  -0.240
60 C -3.401 -4.642 -5.071  -0.144
61 C 4.415 4.474 -3.597  -0.168
62 C 0.318 2.941 14.744  -0.159
63 C -3.852 -5.488 -6.238  -0.151
64 C 3.563 3.836 -4.672  -0.167
65 H 4.154 3.411 -5.479  0.135
66 H 4.505 2.340 4.919  0.137
67 H 2.351 -0.852 -0.420  0.089
68 H -0.673 3.576 6.693  0.133
69 H -0.407 -3.797 -4.128  0.018
70 H 1.206 2.355 14.989  0.134
71 H 3.550 4.852 4.762  0.134
72 H 4.718 5.486 -3.853  0.133
73 H 0.803 -0.191 2.152  0.091
74 H -4.415 -6.363 -5.926  0.139
75 H 2.212 -5.082 -3.844  0.029
76 H 2.527 0.593 0.503  0.083
77 H -0.795 0.121 -1.881  0.053
78 H -1.104 -7.054 -12.222  0.132
79 H -0.667 -2.231 -3.426  0.012
80 H -0.407 -5.462 -11.843  0.135
81 H -2.338 -4.839 -10.495  0.136
82 H 3.080 -4.841 -2.343  0.032
83 H -3.540 5.300 -2.791  0.133
84 H 5.298 3.872 -3.377  0.134
85 H -1.498 1.125 8.325  0.136
86 H -3.093 -5.691 -11.862  0.135
87 H 0.161 1.911 12.837  0.110
88 H 0.575 -2.423 -4.631  0.032
89 H -1.192 3.002 13.195  0.134
90 H 3.338 -3.693 -3.670  0.021
91 H 2.252 -1.129 2.047  0.107
92 H -0.178 -2.137 0.513  0.052
93 H 0.278 1.380 0.050  0.096
94 H 1.184 1.051 -1.393  0.069
95 H -2.287 3.189 7.330  0.138
96 H -1.086 -0.354 -0.364  0.063
97 H -4.182 -4.552 -4.313  0.137
98 H -3.010 -5.796 -6.855  0.093
99 H -0.640 1.156 6.767  0.140
100 H 0.089 -2.420 2.203  0.093
101 H 4.585 3.165 3.345  0.135
102 H 0.609 3.962 14.517  0.135
103 H -2.348 3.355 -3.633  0.140
104 H 2.559 3.633 5.597  0.127
105 H 2.841 4.546 -5.083  0.133
106 H -1.867 5.632 -2.285  0.136
107 H -2.492 -5.016 -4.610  0.135
108 H -0.959 4.344 -4.134  0.122

E_HOMO in eV: -4.83
Charge: -1

---

(2)
DFT (ωB97M-V/def2-TZVPD) results for 2 unconnected molecules or ions with the total composition C20H44N2O7P at a distorted geometry.

Each line ends with the Löwdin charge.
CARTESIAN COORDINATES (ANGSTROEM)
1 P 1.824 -2.128 -5.247  0.619
2 O 2.783 -0.915 -5.791  -0.208
3 O 1.774 -1.428 -3.728  -0.219
4 O -2.704 -0.250 1.812  -0.064
5 O 2.986 -3.155 -4.685  -0.224
6 O 2.024 -0.751 3.825  -0.045
7 O -3.486 -2.346 1.923  0.206
8 O 1.498 -2.843 -6.526  -0.211
9 N 0.216 2.455 2.963  -0.090
10 N -0.755 1.074 -0.336  0.002
11 C 1.561 1.177 -5.575  -0.090
12 C 0.468 0.979 3.080  -0.095
13 C -1.896 2.919 4.321  -0.148
14 C -1.990 -1.764 3.635  -0.067
15 C -1.256 2.766 2.904  -0.121
16 C -3.973 0.379 1.546  -0.177
17 C -4.668 0.922 2.816  -0.153
18 C 1.893 0.644 3.619  -0.225
19 C -0.881 -2.560 3.640  0.023
20 C 2.939 -4.549 -5.003  -0.300
21 C 2.180 0.157 -6.514  -0.287
22 C 3.948 -4.874 -6.084  -0.072
23 C 0.490 3.085 0.466  -0.151
24 C 2.036 -2.837 -1.766  -0.065
25 C -2.826 -1.506 2.371  -0.509
26 C 1.063 -2.133 -2.692  -0.272
27 C -3.320 2.293 4.493  -0.169
28 C 1.041 3.143 1.909  -0.106
29 C -4.254 2.375 3.236  -0.167
30 C 0.592 1.694 -0.222  -0.252
31 H 1.213 2.051 -6.129  0.077
32 H -1.779 2.073 2.222  0.113
33 H 1.237 0.995 0.341  0.103
34 H 0.190 0.422 2.171  0.128
35 H 1.434 -0.230 -7.215  0.111
36 H 0.528 2.848 3.861  0.172
37 H -0.861 -3.468 4.269  0.079
38 H -0.543 3.457 0.351  0.109
39 H -0.230 0.633 3.873  0.128
40 H -5.754 0.956 2.584  0.122
41 H 2.415 -3.752 -2.218  0.063
42 H 0.988 1.768 -1.256  0.116
43 H 3.772 -4.281 -6.983  0.077
44 H 2.896 -2.203 -1.547  0.088
45 H 3.193 -5.100 -4.093  0.109
46 H 0.346 -2.837 -3.121  0.118
47 H -3.859 2.993 2.412  0.108
48 H 1.121 3.776 -0.130  0.129
49 H 0.500 -1.384 -2.129  0.092
50 H -5.187 2.870 3.569  0.111
51 H -1.842 3.980 4.632  0.121
52 H 2.706 0.945 2.936  0.123
53 H -3.780 1.186 0.813  0.122
54 H -1.326 3.762 2.421  0.134
55 H -1.419 1.784 -0.649  0.070
56 H 1.543 -3.113 -0.831  0.077
57 H 0.710 0.749 -5.040  0.061
58 H 1.664 -0.939 4.706  0.104
59 H -3.194 1.268 4.878  0.098
60 H 0.017 -2.320 3.040  0.062
61 H 2.031 1.215 4.568  0.136
62 H -3.804 2.864 5.311  0.116
63 H 2.970 0.628 -7.099  0.121
64 H -4.569 0.190 3.640  0.116
65 H -4.677 -0.330 1.064  0.128
66 H -1.228 2.374 5.031  0.110
67 H 1.933 -4.855 -5.292  0.106
68 H -2.273 -1.256 4.575  0.109
69 H 2.286 1.497 -4.824  0.077
70 H 2.070 2.745 1.876  0.131
71 H 3.904 -5.932 -6.351  0.079
72 H 4.958 -4.641 -5.743  0.079
73 H 1.146 4.207 2.203  0.145
74 H -0.751 0.385 -1.085  0.061

E_HOMO in eV: -11.35
Charge: +1